A cluster of 3 separate species, C2H12N2O2 in total. Source: the OMol25 dataset; level of theory: the ωB97M-V functional and the def2-TZVPD basis.

Calculated values
Kohn-Sham gap   10.42 eV
E_LUMO   0.7 eV
Charge   0

Each line ends with the natural charge from an NBO analysis.
Element x y z (Å)
O 2.135 1.206 -2.123  -0.93
O 1.034 -3.832 0.572  -0.97
N -1.979 1.772 -0.295  -0.83
N 0.310 -0.929 0.865  -0.86
C -0.851 -0.027 0.890  -0.22
C -0.731 1.038 -0.180  -0.22
H 1.696 0.983 -1.297  0.46
H 1.190 -0.468 0.669  0.36
H -1.857 2.627 -0.813  0.36
H 1.963 2.145 -2.247  0.47
H -1.028 0.377 1.884  0.17
H 0.179 1.641 -0.040  0.14
H -1.713 -0.620 0.589  0.20
H -2.326 1.959 0.634  0.35
H 0.795 -2.888 0.521  0.49
H 0.397 -1.377 1.772  0.37
H -0.540 0.478 -1.088  0.19
H 1.326 -4.087 -0.312  0.47

=====

A structure of composition C29H47Br21Cl14F6O4Rb2. Source: the OMol25 dataset; level of theory: the ωB97M-V functional and the def2-TZVPD basis.

Calculated values
Kohn-Sham gap   8.37 eV
E_LUMO   -0.5 eV
Charge   0

Each line ends with the Mulliken charge.
Element x y z (Å)
Rb 15.845 13.460 15.210  0.74
Rb 12.857 13.027 17.622  1.04
Br 18.700 19.230 19.144  -0.06
Br 20.233 15.160 21.489  0.08
Br 19.718 17.559 23.607  -0.04
Br 15.803 19.775 20.211  -0.04
Br 20.251 15.344 13.913  -0.09
Br 17.331 16.362 22.042  0.11
Br 23.691 9.777 14.811  -0.10
Br 21.050 6.643 17.801  -0.06
Br 20.869 20.375 17.091  -0.07
Br 23.020 7.967 19.881  -0.07
Br 22.832 7.795 12.570  -0.05
Br 22.426 13.217 14.975  0.01
Br 21.439 9.732 17.900  0.21
Br 13.287 17.787 19.895  -0.01
Br 16.948 7.067 17.792  -0.06
Br 20.648 9.392 14.170  0.13
Br 14.305 18.769 22.731  -0.04
Br 21.726 15.887 16.725  0.03
Br 16.237 10.025 18.646  0.07
Br 16.468 9.394 15.641  0.03
Br 21.727 18.206 19.361  -0.03
Cl 18.710 10.022 22.191  -0.19
Cl 13.696 16.379 13.868  -0.24
Cl 18.198 12.462 12.995  -0.04
Cl 11.476 13.256 21.220  -0.18
Cl 9.524 9.913 17.934  -0.20
Cl 22.070 12.479 20.271  -0.15
Cl 11.197 15.975 17.349  -0.20
Cl 12.659 9.999 19.231  -0.10
Cl 25.330 14.026 18.004  -0.20
Cl 14.225 15.044 24.090  -0.17
Cl 15.703 10.937 23.381  -0.20
Cl 17.865 16.767 15.976  -0.10
Cl 20.204 11.027 10.542  -0.20
Cl 14.879 19.691 16.771  -0.18
F 13.632 11.185 11.854  -0.30
F 14.931 12.935 19.577  -0.21
F 14.864 14.824 20.521  -0.18
F 14.509 10.692 13.822  -0.18
F 15.081 12.346 12.782  -0.20
F 16.665 13.688 20.658  -0.04
O 13.324 12.873 14.965  0.03
O 17.103 13.774 17.828  0.30
O 11.686 11.779 13.644  -0.39
O 15.143 14.835 17.631  -0.85
C 22.299 8.066 18.075  -0.31
C 9.295 11.749 13.778  -1.20
C 18.152 11.692 22.464  0.30
C 15.705 14.012 19.827  -0.09
C 12.218 15.982 14.921  0.48
C 13.969 11.617 13.055  0.29
C 21.875 15.107 14.955  -0.50
C 12.932 12.550 13.711  -0.04
C 16.119 18.717 15.928  -0.47
C 11.119 9.671 17.083  0.09
C 24.022 14.015 19.132  -0.15
C 18.444 10.764 10.827  -0.59
C 19.231 12.679 17.524  0.58
C 22.413 9.469 13.399  -0.33
C 16.335 17.440 16.671  1.03
C 23.061 12.851 18.815  -0.04
C 10.524 12.524 14.136  0.18
C 12.467 13.425 22.791  -0.31
C 17.185 8.994 17.346  0.00
C 17.259 11.818 23.660  -0.32
C 14.095 19.216 20.907  -0.35
C 16.151 14.666 18.501  -0.10
C 19.277 16.781 21.907  0.13
C 17.979 10.776 12.225  0.07
C 12.914 14.863 22.968  0.15
C 12.640 16.426 16.313  0.69
C 12.073 8.905 17.940  -0.47
C 18.498 13.928 18.062  0.64
C 20.355 18.771 18.205  0.37
H 22.496 10.307 12.680  0.35
H 19.067 12.308 22.479  0.14
H 23.515 14.985 18.995  -0.07
H 12.088 14.916 14.888  -0.45
H 15.525 16.645 16.615  -0.77
H 23.038 8.027 17.269  0.37
H 22.440 13.050 17.943  -0.33
H 15.816 18.430 14.915  0.33
H 16.785 15.487 18.866  0.05
H 22.658 15.676 14.401  0.51
H 10.933 9.068 16.206  0.37
H 12.949 13.440 13.026  0.09
H 10.704 12.628 15.184  -0.01
H 11.548 10.601 16.715  -0.35
H 19.524 17.500 21.102  -0.39
H 18.751 13.952 19.130  -0.12
H 12.886 8.586 17.299  0.19
H 18.450 10.065 12.911  -0.18
H 11.502 16.650 14.414  0.49
H 18.975 14.853 17.657  -0.31
H 9.560 10.720 14.105  0.24
H 24.429 14.012 20.157  0.40
H 17.688 11.344 24.560  0.42
H 9.085 11.815 12.683  0.33
H 17.047 19.286 15.839  0.40
H 13.439 15.784 16.705  -0.91
H 18.224 9.769 10.392  0.36
H 23.512 11.925 18.636  0.44
H 16.928 10.651 12.134  0.13
H 17.649 11.955 21.495  -0.30
H 13.382 12.778 22.699  -0.04
H 18.862 11.736 17.977  -0.13
H 19.213 12.597 16.419  0.23
H 20.105 18.016 17.496  -0.36
H 20.338 12.742 17.758  -0.79
H 12.685 17.494 16.436  0.28
H 8.442 12.157 14.343  0.33
H 17.012 12.859 23.877  0.18
H 13.468 20.116 20.824  0.42
H 12.009 15.399 23.348  0.36
H 13.173 15.216 21.946  -0.21
H 11.760 13.066 23.505  0.45
H 18.208 9.253 17.351  -0.09
H 10.520 13.510 13.634  0.28
H 17.881 11.512 10.338  0.37
H 16.486 17.547 17.746  -0.21
H 11.693 8.027 18.437  0.46

=====

These records have highest occupied orbital energy values of -9.76, -8.92 eV, in the order they appear.